The following is a DFT calculation (ωB97M-V with the def2-TZVPD basis set) of C11H8FeN2S7 as an isolated structure.

```
! RIJCOSX wB97M-V def2-TZVPD def2/J DEFGRID3
* xyz 0 5
Fe 0.34289 0.32476 0.00041
S 5.52559 5.41562 -0.00404
C 4.36335 4.26238 -0.00251
S 2.66483 4.61266 -0.00148
C 2.09295 2.95930 -0.00072
C 3.04537 1.99486 -0.00110
S 2.72031 0.30363 -0.00049
S 4.70246 2.56029 -0.00229
S 0.39684 2.65832 0.00049
C -3.00532 2.30298 -0.00030
C -3.02265 0.81578 0.00042
N -1.99122 0.02592 0.00004
C -2.35073 -1.30717 0.00087
C -3.69068 -1.52711 0.00183
S -4.53275 -0.03941 0.00174
C -1.31006 -2.32511 0.00090
C -1.49978 -3.67051 0.00191
S 0.00817 -4.47629 0.00177
C 0.82856 -2.95499 0.00042
N 0.01211 -1.93980 0.00003
C 2.31175 -2.86763 -0.00029
H -1.98468 2.67482 -0.00112
H -3.52438 2.68534 0.87929
H -3.52543 2.68453 -0.87963
H -4.21724 -2.46687 0.00261
H -2.42619 -4.21981 0.00275
H 2.75929 -3.85892 0.00007
H 2.65376 -2.31328 0.87472
H 2.65290 -2.31428 -0.87627
*
```

Strongest force on any atom (eV Å⁻¹): 0.8
Relative energy (zero: lowest compared OMol25 entry of this formula, charge and spin) (eV): 0.000

Atom charges from the natural (NBO) analysis, given in e for atoms 1 to 8: atom 1 (Fe): 1.3053, atom 2 (S): -0.0837, atom 3 (C): -0.5668, atom 4 (S): 0.4688, atom 5 (C): -0.4153, atom 6 (C): -0.4147, atom 7 (S): -0.4360, atom 8 (S): 0.4671

The following is a DFT calculation (ωB97M-V with the def2-TZVPD basis set) of C11H8LuNO5 as an isolated structure.

```
! RIJCOSX wB97M-V def2-TZVPD def2/J DEFGRID3
* xyz 2 1
O 0.71539 2.16033 -2.71579
C -0.06003 1.77656 -1.96039
Lu -1.32817 1.14796 -0.76780
O 0.30382 2.05761 1.58077
C -0.32288 1.70828 0.68109
C -2.67130 0.47838 0.33884
O -3.49630 0.06708 1.01718
C -2.50313 0.49392 -2.41710
O -3.60895 0.02467 -2.34042
C -2.31457 2.70028 -0.99377
O -2.90134 3.67854 -1.13487
H -2.02675 0.60914 -3.41977
N -0.25523 -0.87602 -0.71682
C 0.77104 -1.03527 0.25385
C 2.12142 -1.03507 -0.13556
C 3.13014 -1.20502 0.81745
C 2.79927 -1.37416 2.16464
C 1.45897 -1.37630 2.56042
C 0.44656 -1.20979 1.61017
H 0.06398 -0.99248 -1.69019
H -1.07912 -1.45522 -0.50039
H 2.39189 -0.90686 -1.17638
H 4.16825 -1.20676 0.51149
H 3.58151 -1.50635 2.90118
H 1.20387 -1.50865 3.60412
H -0.58832 -1.21476 1.92805
*
```

Strongest force on any atom (eV Å⁻¹): 16.6
Relative energy (zero: lowest compared OMol25 entry of this formula, charge and spin) (eV): 12.470

Atom charges from the Löwdin analysis, given in e for atoms 1 to 8: atom 1 (O): 0.2819, atom 2 (C): -0.1994, atom 3 (Lu): 0.8930, atom 4 (O): 0.2840, atom 5 (C): -0.1661, atom 6 (C): -0.1824, atom 7 (O): 0.2938, atom 8 (C): -0.1618